(1)
{
  "formula": "C18H25NO",
  "method": "wB97M-V/def2-TZVPD",
  "symbols": ["O", "N", "C", "C", "C", "C", "C", "C", "C", "C", "C", "C", "C", "C", "C", "C", "C", "C", "C", "C", "H", "H", "H", "H", "H", "H", "H", "H", "H", "H", "H", "H", "H", "H", "H", "H", "H", "H", "H", "H", "H", "H", "H", "H", "H"],
  "positions_angstrom": [[-0.816, -2.455, 1.047], [0.313, -0.636, 0.302], [3.374, 1.306, 1.050], [0.235, -1.878, 0.848], [-1.736, 2.432, -0.729], [-1.727, -0.653, -1.091], [3.534, 0.449, -1.180], [2.139, 0.700, 1.181], [1.565, -2.519, 1.197], [2.293, -0.167, -1.068], [-2.856, 1.311, 1.185], [-2.412, 2.653, 0.618], [-0.531, 1.507, -0.572], [-1.674, 0.356, 1.312], [1.738, -0.959, -2.212], [-3.026, -1.259, -0.663], [1.588, -0.026, 0.130], [-4.179, -1.021, -1.260], [4.072, 1.182, -0.139], [-0.923, 0.129, -0.013], [-2.009, -0.600, 1.708], [-0.027, 1.391, -1.534], [-1.709, 3.132, 1.305], [-1.397, 3.385, -1.143], [-2.460, 2.005, -1.425], [2.227, -2.557, 0.335], [3.789, 1.871, 1.871], [-0.958, 0.779, 2.023], [2.060, -1.954, 1.983], [-1.906, -0.002, -1.948], [-4.266, -0.329, -2.085], [-3.614, 0.874, 0.535], [4.086, 0.347, -2.103], [-3.272, 3.316, 0.502], [1.371, -3.529, 1.551], [-3.303, 1.451, 2.172], [1.585, 0.785, 2.105], [-2.959, -1.968, 0.148], [-5.091, -1.505, -0.954], [0.170, 1.988, 0.113], [2.537, -1.275, -2.880], [5.037, 1.651, -0.253], [1.207, -1.840, -1.857], [1.035, -0.357, -2.788], [-1.099, -1.478, -1.437]],
  "forces_ev_per_angstrom": [[-0.4, -0.2, 0.0], [0.0, 0.2, -0.1], [0.0, 0.0, 0.1], [0.6, -0.2, 0.1], [0.1, 0.1, 0.2], [-0.1, -0.1, 0.0], [0.0, 0.0, 0.0], [0.0, 0.0, -0.1], [-0.2, -0.2, 0.1], [-0.1, 0.0, 0.1], [0.2, 0.2, 0.1], [-0.2, -0.1, -0.2], [-0.2, 0.0, -0.1], [-0.3, -0.1, -0.1], [0.0, 0.0, 0.0], [0.1, -0.1, -0.1], [0.5, 0.1, 0.0], [-0.2, 0.0, -0.1], [0.1, 0.0, 0.0], [-0.1, 0.1, 0.1], [0.1, 0.0, 0.0], [0.1, 0.0, 0.0], [0.0, 0.1, 0.0], [0.0, 0.0, -0.1], [-0.1, 0.0, -0.1], [0.1, 0.0, 0.0], [0.0, 0.0, 0.1], [0.1, 0.0, 0.0], [0.1, 0.0, 0.0], [0.0, 0.0, -0.1], [0.1, 0.2, -0.2], [0.0, 0.1, 0.1], [0.1, 0.0, -0.1], [0.0, 0.1, 0.0], [-0.1, 0.0, 0.0], [-0.1, -0.1, 0.0], [-0.1, 0.0, 0.1], [-0.1, -0.1, 0.1], [-0.2, -0.1, 0.1], [0.0, 0.0, 0.0], [0.0, 0.0, -0.1], [0.1, 0.0, 0.0], [0.0, -0.1, -0.1], [-0.1, 0.0, -0.1], [0.0, 0.1, 0.0]],
  "mulliken_charge": [-0.62, 0.91, -0.85, 0.95, -0.63, -0.71, -1.00, 0.12, -1.37, 1.26, -0.59, -0.81, -1.40, -1.29, -1.35, -0.27, -1.44, -0.87, -0.70, 1.64, 0.44, 0.17, 0.34, 0.44, 0.33, 0.30, 0.44, 0.50, 0.28, 0.51, 0.28, 0.30, 0.48, 0.40, 0.41, 0.38, 0.44, 0.32, 0.30, 0.38, 0.50, 0.43, 0.29, 0.27, 0.12],
  "total_charge": 0,
  "gap_ev": 9.91,
  "homo_ev": -9.2
}

***

(2)
{
  "formula": "C18H25NO3S",
  "method": "wB97M-V/def2-TZVPD",
  "symbols": ["S", "O", "O", "O", "N", "C", "C", "C", "C", "C", "C", "C", "C", "C", "C", "C", "C", "C", "C", "C", "C", "C", "C", "H", "H", "H", "H", "H", "H", "H", "H", "H", "H", "H", "H", "H", "H", "H", "H", "H", "H", "H", "H", "H", "H", "H", "H", "H"],
  "positions_angstrom": [[-1.390, 0.969, 1.983], [-1.436, 2.203, -0.784], [1.478, 1.348, -2.920], [-0.079, 3.529, -0.105], [0.812, 0.748, -0.610], [0.584, 1.239, -1.827], [-1.118, 3.038, 0.036], [2.765, 0.757, 0.870], [1.977, 0.148, -0.226], [1.812, -1.303, 0.002], [-4.036, 0.299, 1.203], [-4.336, -1.377, -0.428], [-2.975, -1.573, -0.527], [-5.438, -2.131, -1.152], [-0.714, 2.050, -2.150], [-2.604, -0.082, 0.890], [-2.151, -0.973, 0.199], [-1.841, 2.921, 1.437], [4.976, -0.549, 0.409], [4.181, 0.731, 0.923], [3.003, -2.244, 0.164], [4.155, -1.637, 0.701], [-4.988, -0.464, 0.581], [-5.971, -0.081, 0.376], [4.621, 1.080, 1.837], [2.426, 1.953, 0.712], [0.123, 0.778, -0.067], [-1.305, 1.416, -2.709], [4.990, -0.481, -0.700], [3.514, -2.360, -1.188], [-6.363, -2.296, -0.680], [5.929, -0.762, 0.792], [-0.530, 3.047, -2.235], [-4.372, 1.193, 1.722], [-4.979, -3.203, -1.453], [-1.206, -1.325, 0.188], [1.187, -1.341, 1.005], [-2.903, -2.406, -1.211], [4.616, 1.403, 0.106], [2.757, -3.280, 0.554], [-2.951, 2.777, 1.293], [-5.518, -1.777, -2.154], [1.129, -1.776, -0.802], [2.804, 0.056, -1.114], [2.309, 0.351, 1.602], [3.777, -1.404, 1.966], [-1.570, 3.476, 2.429], [4.848, -2.684, 1.062]],
  "forces_ev_per_angstrom": [[-1.3, 1.0, -1.3], [-5.6, -6.5, -5.8], [-4.8, -1.3, 6.4], [5.3, 5.1, 0.5], [4.7, 1.1, -7.8], [4.5, 2.8, -6.5], [0.2, 0.7, 5.9], [-1.9, 6.8, -4.4], [6.8, -2.9, -4.1], [-3.8, -3.1, 1.5], [1.7, -1.1, -1.5], [-4.1, 1.0, 2.5], [-9.3, -6.0, -6.2], [4.2, -3.3, -2.0], [1.7, -2.4, 5.9], [-4.4, 11.9, 10.6], [6.5, -2.8, -1.2], [-1.0, -2.7, 0.6], [-1.9, 2.8, -2.4], [6.0, 0.7, -3.4], [-0.7, -0.2, -6.3], [1.5, -6.9, 10.0], [3.9, -0.1, -3.0], [-0.6, -0.5, 0.6], [-0.1, 0.1, 0.7], [0.9, -2.9, 1.2], [-7.1, 0.3, 6.2], [-1.6, -0.4, -1.5], [0.7, 0.1, 0.3], [-1.8, -0.2, 3.4], [-0.9, 0.2, 0.8], [1.3, 0.6, 0.5], [1.0, 2.4, -2.0], [0.8, -0.2, 0.4], [-1.2, 1.9, 1.0], [3.5, -0.4, 0.1], [0.9, -0.4, -1.5], [1.5, -0.1, -0.2], [-0.9, 0.2, 1.3], [0.3, 1.5, -0.6], [1.2, 0.6, 0.3], [-0.7, 0.8, -0.8], [0.9, 0.9, 1.2], [-2.4, 1.1, 1.0], [-2.8, -1.9, 6.4], [0.9, -0.7, -2.9], [-0.2, -0.6, -2.6], [-1.4, 2.9, -1.3]],
  "mulliken_charge": [-0.13, -0.50, -0.73, -0.57, 0.39, 0.71, 0.74, -0.96, 0.12, -0.52, -0.78, 0.98, -0.88, -1.36, -0.55, 0.53, 0.01, -0.56, -0.92, -1.06, -0.61, -0.23, -1.00, 0.35, 0.37, 0.20, -0.16, 0.33, 0.31, 0.23, 0.42, 0.45, 0.41, 0.36, 0.28, 0.63, 0.20, 0.26, 0.30, 0.25, 0.24, 0.33, 0.21, 0.34, 0.83, 0.19, 0.37, 0.16],
  "total_charge": 0,
  "gap_ev": 8.97,
  "homo_ev": -8.7
}

***

(3)
{
  "formula": "C18H25NO4",
  "method": "wB97M-V/def2-TZVPD",
  "symbols": ["O", "O", "O", "O", "N", "C", "C", "C", "C", "C", "C", "C", "C", "C", "C", "C", "C", "C", "C", "C", "C", "C", "C", "H", "H", "H", "H", "H", "H", "H", "H", "H", "H", "H", "H", "H", "H", "H", "H", "H", "H", "H", "H", "H", "H", "H", "H", "H"],
  "positions_angstrom": [[-2.943, 0.396, -5.084], [-0.371, 0.916, -2.644], [0.947, -0.856, -3.086], [1.983, 0.225, 3.110], [-2.834, -0.011, -2.861], [-4.172, -0.533, -2.687], [-4.779, -1.940, -0.758], [0.530, -0.035, -2.307], [-4.933, 0.275, -1.625], [2.999, -0.566, 3.698], [0.918, 0.050, -0.888], [-4.668, -0.480, -0.325], [-2.335, 0.400, -4.036], [-4.132, -1.980, -2.148], [1.702, 0.109, 1.794], [1.854, -0.857, -0.400], [2.249, -0.833, 0.922], [0.757, 1.020, 1.303], [-0.885, 0.895, -3.966], [6.031, 1.853, 3.493], [0.371, 0.994, -0.015], [4.405, -0.072, 3.354], [4.649, 1.342, 3.877], [-5.376, -0.222, 0.460], [-3.094, -2.310, -2.083], [-4.294, -2.620, -0.059], [5.129, -0.762, 3.793], [4.547, 1.346, 4.964], [6.142, 1.880, 2.411], [-4.654, -2.664, -2.813], [0.344, 1.740, 1.991], [4.542, -0.081, 2.270], [-0.269, 0.240, -4.594], [-0.843, 1.913, -4.360], [-5.999, 0.259, -1.850], [6.186, 2.858, 3.878], [-4.602, 1.312, -1.597], [-5.831, -2.218, -0.827], [6.805, 1.206, 3.901], [2.976, -1.553, 1.263], [-0.351, 1.707, -0.382], [-4.641, -0.467, -3.671], [2.876, -1.621, 3.423], [3.885, 2.007, 3.469], [2.269, -1.585, -1.081], [-3.661, -0.268, 0.039], [2.826, -0.468, 4.773], [-2.255, 0.057, -2.037]],
  "forces_ev_per_angstrom": [[0.0, 0.1, -0.4], [0.0, 0.2, 0.2], [-0.1, 0.2, 0.1], [-0.2, 0.2, -0.1], [0.1, -0.1, 0.5], [-0.2, 0.1, -0.3], [0.1, 0.0, 0.1], [0.2, -0.3, -0.3], [0.1, 0.0, 0.0], [0.5, -0.3, 0.1], [0.1, -0.1, 0.2], [-0.2, 0.0, 0.0], [0.5, 0.2, 0.3], [-0.1, -0.1, 0.0], [-0.2, 0.1, -0.3], [-0.2, 0.2, -0.2], [0.1, 0.0, 0.3], [0.1, -0.1, 0.2], [-0.1, -0.1, -0.7], [-0.2, 0.0, 0.1], [0.1, -0.1, -0.1], [-0.5, 0.3, 0.2], [0.2, -0.1, -0.2], [0.1, 0.0, 0.1], [0.0, 0.0, -0.1], [-0.1, -0.1, 0.0], [0.0, -0.1, 0.0], [-0.1, 0.0, 0.0], [0.1, 0.0, -0.1], [0.1, -0.1, 0.0], [0.0, 0.1, 0.1], [0.1, -0.1, 0.0], [-0.2, 0.2, 0.1], [-0.1, -0.1, 0.1], [-0.1, 0.0, 0.0], [0.1, 0.1, 0.0], [-0.1, 0.1, -0.1], [0.0, 0.0, 0.0], [0.1, 0.0, 0.0], [0.1, 0.0, 0.1], [-0.1, 0.1, 0.0], [0.1, 0.0, 0.2], [-0.1, 0.1, 0.0], [0.0, 0.0, 0.1], [0.0, -0.1, 0.0], [0.1, 0.0, 0.1], [0.0, -0.1, -0.1], [0.1, 0.1, -0.2]],
  "mulliken_charge": [-0.70, -0.33, -0.64, -0.47, -0.05, -0.11, -0.57, 0.59, -0.93, -0.81, 0.01, -0.53, 0.57, -0.88, 0.99, -0.99, -0.21, -0.77, -0.44, -1.28, -0.36, -0.49, -0.30, 0.38, 0.32, 0.34, 0.45, 0.28, 0.32, 0.28, 0.44, 0.33, 0.33, 0.32, 0.34, 0.37, 0.36, 0.30, 0.32, 0.35, 0.51, 0.56, 0.37, 0.26, 0.46, 0.21, 0.42, 0.09],
  "total_charge": 0,
  "gap_ev": 9.51,
  "homo_ev": -9.0
}

***

(4)
{
  "formula": "C18H26AlClF2N3O",
  "method": "wB97M-V/def2-TZVPD",
  "symbols": ["Cl", "Al", "F", "F", "O", "N", "N", "N", "C", "C", "C", "C", "C", "C", "C", "C", "C", "C", "C", "C", "C", "C", "C", "C", "C", "C", "H", "H", "H", "H", "H", "H", "H", "H", "H", "H", "H", "H", "H", "H", "H", "H", "H", "H", "H", "H", "H", "H", "H", "H", "H", "H"],
  "positions_angstrom": [[-2.232, 2.386, 2.581], [0.677, 2.004, 1.280], [-2.178, 2.864, -3.117], [2.182, -3.246, 4.329], [2.047, 1.116, -2.010], [1.413, -1.032, -1.568], [1.476, 3.658, 1.697], [1.930, 0.577, 1.245], [1.698, -4.372, 3.782], [-2.244, 3.737, -7.113], [-1.432, 4.197, -4.891], [-0.626, 1.564, 2.801], [1.845, -4.560, 2.421], [0.563, -6.450, 4.011], [-2.991, 2.384, -5.264], [-0.248, 0.839, -1.349], [1.062, -5.293, 4.591], [-0.838, 0.040, 2.910], [1.151, 0.370, -1.674], [-2.203, 3.149, -4.426], [-0.292, 2.110, -0.480], [-1.458, 4.487, -6.247], [0.701, -6.669, 2.647], [-3.007, 2.688, -6.618], [1.341, -5.723, 1.857], [0.226, -0.609, 3.823], [2.342, 3.814, 1.192], [0.044, 2.970, -1.069], [1.978, -1.164, -0.729], [-2.258, 3.967, -8.170], [-0.824, 4.760, -4.196], [0.306, -7.571, 2.200], [2.542, 0.645, 0.436], [2.563, 0.695, 2.034], [-3.619, 2.099, -7.289], [0.535, -1.503, -1.373], [0.774, -1.398, 3.299], [-0.226, -1.034, 4.726], [-3.572, 1.570, -4.855], [-1.356, 2.288, -0.258], [-0.856, 5.300, -6.629], [-0.800, 0.021, -0.869], [-0.743, 1.012, -2.322], [-0.242, 1.933, 3.758], [1.675, 3.798, 2.682], [-1.851, -0.179, 3.271], [2.333, -3.799, 1.827], [-0.743, -0.404, 1.910], [1.444, -5.885, 0.792], [0.974, 0.129, 4.135], [0.962, -5.097, 5.650], [0.058, -7.182, 4.629]],
  "forces_ev_per_angstrom": [[-0.1, 0.1, 0.0], [0.1, 0.5, 0.0], [-0.1, 0.0, 0.0], [0.1, 0.0, 0.1], [-0.3, -0.1, 0.2], [-0.5, 0.2, 0.3], [-0.2, -0.4, 0.0], [0.0, 0.0, 0.0], [0.0, 0.0, -0.1], [0.0, 0.0, 0.0], [0.0, 0.0, 0.0], [0.5, -0.4, 0.0], [0.0, 0.0, 0.0], [0.0, 0.0, 0.0], [0.0, 0.0, 0.0], [-0.3, 0.0, -0.4], [0.0, 0.0, 0.0], [0.1, 0.1, 0.0], [0.4, -0.1, -0.1], [0.0, 0.0, 0.0], [-0.1, -0.3, 0.1], [0.0, 0.0, 0.0], [0.0, 0.0, 0.0], [0.0, 0.0, 0.0], [0.0, 0.0, 0.0], [0.0, 0.0, -0.2], [0.0, 0.1, 0.1], [0.1, -0.1, 0.0], [0.2, 0.0, -0.2], [0.0, 0.0, 0.0], [0.0, 0.0, 0.0], [0.0, 0.0, 0.0], [0.0, 0.1, 0.0], [-0.1, -0.2, 0.0], [0.0, 0.0, 0.0], [0.1, 0.0, 0.1], [-0.1, 0.1, 0.1], [0.1, 0.1, -0.1], [0.0, 0.0, 0.0], [0.2, 0.1, 0.0], [0.0, 0.0, 0.0], [0.1, 0.1, 0.0], [0.1, -0.1, 0.1], [-0.3, 0.0, 0.0], [0.0, 0.1, -0.1], [0.1, 0.0, 0.0], [0.0, 0.0, 0.0], [-0.2, 0.0, 0.1], [0.0, 0.0, 0.0], [-0.1, -0.1, 0.0], [0.0, 0.0, 0.0], [0.0, 0.0, 0.0]],
  "mulliken_charge": [-0.31, -0.29, -0.24, -0.32, -0.55, -0.67, -0.52, -0.54, 0.41, -0.57, -0.48, -0.35, -0.39, -0.25, -0.48, -0.28, -0.57, -0.32, 0.26, 0.42, -0.66, -0.27, -0.52, -0.27, -0.29, -0.98, 0.18, 0.33, 0.30, 0.36, 0.43, 0.37, 0.24, 0.17, 0.34, 0.32, 0.06, 0.38, 0.41, 0.37, 0.34, 0.33, 0.15, 0.46, 0.16, 0.49, 0.46, -0.01, 0.36, 0.27, 0.41, 0.34],
  "total_charge": -1,
  "gap_ev": 7.07,
  "homo_ev": -4.5
}